2 unconnected molecules or ions with the total composition C4H11N2 at a distorted geometry. Source: the Open Molecules 2025 dataset; level of theory: ωB97M-V with the def2-TZVPD basis set.

As for the HOMO-LUMO gap (spin up / spin down): 6.847 / 9.286 eV. The energy above the lowest of the compared OMol25 structures with the same formula, charge and spin is 6.845 eV. As for the LUMO energy (spin up / spin down): -6.54 / -4.88 eV. Its largest force on an atom is 5.3 eV Å⁻¹. The net charge is +1. The value obtained for the HOMO energy (spin up / spin down) is -13.38 / -14.17 eV. The value obtained for the total energy is -7294.1035 eV.

```
17
Properties=species:S:1:pos:R:3:forces:R:3
C 0.140 1.374 -0.572 1.0 -2.6 -1.2
C 1.193 0.325 -0.064 -3.4 -0.1 -2.6
C 1.481 -0.898 -0.861 2.3 0.5 -1.7
C -1.863 -1.280 0.004 1.4 -0.5 0.3
N -0.397 1.069 1.759 1.9 -4.8 1.2
N -0.143 0.518 0.542 -1.0 -0.6 -0.4
H 0.285 2.358 -0.324 0.6 2.3 0.7
H -0.273 1.273 -1.588 -0.3 -0.6 0.8
H 2.035 0.745 0.279 2.5 1.6 2.5
H 2.262 -0.521 -1.716 -1.9 -1.0 1.9
H 0.566 -1.222 -1.359 0.4 -0.5 0.0
H 2.071 -1.670 -0.275 -1.1 0.7 -0.7
H -1.735 -1.921 -0.866 0.0 0.5 -0.2
H -1.314 -1.715 0.857 -1.0 0.7 -0.1
H -2.702 -0.594 -0.017 0.3 0.0 0.5
H -0.674 0.308 2.455 0.6 1.7 -1.1
H -0.931 1.852 1.748 -2.2 2.7 -0.1
```
Forces are in eV/Å.

Results of the natural (NBO) charge analysis, in e, for atoms 1 through 8: -0.248 -0.026 -0.639 -0.308 -0.538 -0.079 0.220 0.248

***

2 unconnected molecules or ions with the total composition C4H11N2 at a distorted geometry. Source: the Open Molecules 2025 dataset; level of theory: ωB97M-V with the def2-TZVPD basis set.

As for the HOMO-LUMO gap: 10.431 eV. The energy above the lowest of the compared OMol25 structures with the same formula, charge and spin is 2.004 eV. As for the LUMO energy: -3.20 eV. Its largest force on an atom is 1.2 eV Å⁻¹. The net charge is +1. The value obtained for the HOMO energy is -13.63 eV. The value obtained for the total energy is -7298.9441 eV.

```
17
Properties=species:S:1:pos:R:3:forces:R:3
C -0.084 1.749 -2.346 0.3 0.2 0.4
N 0.635 0.781 -1.452 -1.1 -0.3 0.2
H 0.104 1.498 -3.383 0.0 0.1 0.0
H -1.142 1.697 -2.111 0.0 -0.1 -0.1
H 0.272 2.746 -2.106 0.0 0.0 -0.1
H 1.642 0.902 -1.407 0.1 0.1 -0.1
H 0.418 -0.171 -1.756 0.3 0.0 0.0
H 0.233 0.798 -0.460 0.6 0.2 -0.1
C -0.789 -1.062 0.702 -0.4 -0.4 -0.2
C -0.189 -2.221 0.457 0.1 0.1 0.2
C 0.338 0.154 2.308 0.4 0.3 -0.2
N -0.132 0.115 1.132 0.1 -0.2 0.1
H -1.845 -0.915 0.489 0.0 0.0 0.0
H 0.865 -2.371 0.656 0.1 0.1 0.0
H -0.735 -3.077 0.091 -0.1 0.1 0.0
H 0.919 1.022 2.596 -0.1 0.1 0.1
H 0.229 -0.658 3.024 -0.1 -0.1 0.0
```
Forces are in eV/Å.

Results of the natural (NBO) charge analysis, in e, for atoms 1 through 8: -0.417 -0.706 0.236 0.234 0.235 0.435 0.435 0.472

***

2 unconnected molecules or ions with the total composition C4H11N2 at a distorted geometry. Source: the Open Molecules 2025 dataset; level of theory: ωB97M-V with the def2-TZVPD basis set.

As for the HOMO-LUMO gap: 9.609 eV. The energy above the lowest of the compared OMol25 structures with the same formula, charge and spin is 5.480 eV. As for the LUMO energy: -4.66 eV. Its largest force on an atom is 6.0 eV Å⁻¹. The net charge is +1. The value obtained for the HOMO energy is -14.27 eV. The value obtained for the total energy is -7295.4683 eV.

```
17
Properties=species:S:1:pos:R:3:forces:R:3
C 1.093 0.295 -1.100 1.4 -2.2 1.2
C 0.242 -0.896 -0.723 -2.4 2.4 -2.1
C -1.207 -0.961 -1.135 -2.5 -0.4 0.7
C -0.618 1.331 1.176 2.3 -1.3 -0.7
N 1.507 -0.504 1.270 -0.6 -1.9 0.7
N 0.669 -0.034 0.292 -2.8 4.3 3.1
H 2.155 0.208 -1.288 0.1 -0.5 0.2
H 0.712 1.111 -1.626 -1.2 1.3 -0.1
H 0.667 -1.817 -0.677 1.5 -2.5 0.2
H -1.180 -1.698 -1.924 -0.3 -0.1 -0.6
H -1.844 -0.054 -1.540 1.9 -1.5 1.0
H -1.857 -1.508 -0.325 1.3 1.2 -1.2
H -1.393 1.720 0.577 -1.2 -0.6 -1.1
H -0.906 0.779 2.077 0.4 0.2 -0.4
H 0.086 2.152 1.197 0.6 -0.4 0.7
H 1.109 -0.869 2.180 0.1 0.8 -1.9
H 2.309 0.029 1.387 1.5 1.3 0.3
```
Forces are in eV/Å.

Results of the natural (NBO) charge analysis, in e, for atoms 1 through 8: -0.212 -0.054 -0.656 -0.275 -0.639 -0.085 0.241 0.242

***

A gas-phase ion, C4H11N2 (charge +1) at a distorted geometry. Source: the Open Molecules 2025 dataset; level of theory: ωB97M-V with the def2-TZVPD basis set.

As for the HOMO-LUMO gap: 8.288 eV. The energy above the lowest of the compared OMol25 structures with the same formula, charge and spin is 4.050 eV. As for the SMILES: C=[N+](C)CCN. As for the LUMO energy: -4.71 eV. Its largest force on an atom is 5.8 eV Å⁻¹. The net charge is +1. The value obtained for the HOMO energy is -12.99 eV. The value obtained for the total energy is -7296.8981 eV.

```
17
Properties=species:S:1:pos:R:3:forces:R:3
C 0.742 0.320 0.425 -0.4 0.6 0.3
C 1.569 0.155 -1.144 -2.7 2.0 1.9
C -1.685 0.977 0.290 -5.2 -0.1 -2.7
C -1.119 -0.897 1.528 0.6 -1.6 3.1
N 1.425 -1.064 -1.734 1.6 -0.7 0.3
N -0.784 0.080 0.817 5.3 -1.9 -0.6
H 1.402 -0.316 1.043 -0.9 0.4 0.2
H 0.641 1.361 0.750 1.6 0.1 -0.2
H 1.247 1.047 -1.696 -0.5 -0.5 -0.3
H 2.526 0.482 -0.821 1.1 -0.5 0.5
H -2.600 0.215 0.119 1.3 2.5 -0.1
H -2.062 1.805 0.919 0.7 -0.7 0.3
H -1.399 1.444 -0.682 0.1 -0.7 0.8
H -0.523 -1.510 2.284 0.5 0.9 -2.0
H -2.118 -1.126 1.771 -1.6 0.4 -0.4
H 0.575 -1.194 -2.208 -0.5 -0.8 -0.8
H 2.161 -1.779 -1.660 -1.1 0.6 -0.2
```
Forces are in eV/Å.

Results of the natural (NBO) charge analysis, in e, for atoms 1 through 8: -0.277 -0.143 -0.458 0.082 -0.840 -0.236 0.220 0.205

***

A molecular structure, C4H11N2 at a distorted geometry. Source: the Open Molecules 2025 dataset; level of theory: ωB97M-V with the def2-TZVPD basis set.

As for the HOMO-LUMO gap: 11.127 eV. The energy above the lowest of the compared OMol25 structures with the same formula, charge and spin is 4.732 eV. As for the LUMO energy: -3.53 eV. Its largest force on an atom is 6.2 eV Å⁻¹. The net charge is +1. The value obtained for the HOMO energy is -14.65 eV. The value obtained for the total energy is -7296.2163 eV.

```
17
Properties=species:S:1:pos:R:3:forces:R:3
C 0.746 0.455 0.481 -0.6 -1.7 2.0
C -0.573 0.018 -0.127 0.4 -6.0 -1.4
C 2.128 -0.191 0.606 0.5 1.0 -2.2
C -1.903 0.457 0.394 -2.6 1.1 -0.4
N -0.426 -1.670 -1.092 -2.2 4.4 -0.5
N 0.257 0.966 -0.797 0.5 0.8 -2.2
H 0.628 1.110 1.335 -0.4 0.6 -0.4
H 2.676 0.612 0.042 0.4 -0.9 0.6
H 2.277 -1.113 0.057 -0.3 -0.1 -0.2
H 2.631 -0.315 1.570 -0.9 0.4 0.1
H -2.952 -0.070 0.107 3.0 0.5 0.6
H -2.146 1.500 -0.049 0.5 -1.3 1.1
H -1.791 0.495 1.502 -0.6 0.2 -0.8
H -0.504 -2.211 -0.292 0.4 -1.7 2.3
H -1.418 -1.896 -1.503 2.0 1.2 0.7
H -0.264 1.814 -0.770 0.3 1.4 -0.3
H 0.711 0.756 -1.721 -0.4 -0.1 1.2
```
Forces are in eV/Å.

Results of the natural (NBO) charge analysis, in e, for atoms 1 through 8: -0.056 0.289 -0.636 -0.704 -0.761 -0.553 0.250 0.232

***

A gas-phase ion, C4H11N2 (charge +1) at a distorted geometry. Source: the Open Molecules 2025 dataset; level of theory: ωB97M-V with the def2-TZVPD basis set.

As for the HOMO-LUMO gap: 8.133 eV. The energy above the lowest of the compared OMol25 structures with the same formula, charge and spin is 4.931 eV. As for the SMILES: NCC/C=C/[NH3+]. As for the LUMO energy: -4.83 eV. Its largest force on an atom is 5.5 eV Å⁻¹. The net charge is +1. The value obtained for the HOMO energy is -12.97 eV. The value obtained for the total energy is -7296.0175 eV.

```
17
Properties=species:S:1:pos:R:3:forces:R:3
C -1.456 -0.755 -1.195 0.0 0.4 -2.0
C 0.086 -0.918 -0.877 -0.4 1.3 -2.4
C 0.516 0.248 0.009 -0.2 -0.8 -2.2
C 1.771 0.737 0.235 -0.8 0.4 1.5
N 1.863 1.106 1.762 -2.9 4.2 -2.2
N -2.239 -0.679 0.071 -2.2 -0.4 -1.6
H -1.612 0.273 -1.646 0.5 -1.1 0.2
H -1.832 -1.476 -2.092 0.9 1.3 2.5
H 0.210 -1.928 -0.470 0.5 0.5 0.5
H 0.703 -0.885 -1.838 -0.8 -0.3 1.0
H -0.399 0.845 0.217 0.6 -0.8 2.2
H 2.536 1.328 -0.317 -0.1 -2.0 0.0
H 0.990 1.827 1.996 2.7 -2.5 -0.1
H 2.731 1.606 1.839 0.5 0.4 0.7
H 1.878 0.258 2.284 -0.3 -0.5 0.7
H -2.739 -1.604 0.244 0.9 1.7 -0.2
H -3.006 0.017 -0.222 1.1 -1.6 1.2
```
Forces are in eV/Å.

Results of the natural (NBO) charge analysis, in e, for atoms 1 through 8: -0.231 -0.491 -0.084 -0.136 -0.724 -0.863 0.184 0.217